{
  "formula": "C3H8O",
  "method": "ωB97M-V/def2-TZVPD",
  "species": ["C", "C", "O", "H", "H", "H", "H", "C", "H", "H", "H", "H"],
  "coordinates": [[0.85928, 2.19877, 0.44016], [2.25549, 1.89464, 0.83272], [2.58144, 2.10907, 1.93167], [0.20494, 1.48681, 0.96883], [0.68451, 3.29790, 0.63597], [0.39886, 2.01822, -0.62561], [2.98018, 1.50455, 0.09023], [-1.94400, -2.82848, -0.92608], [-2.84249, -3.03625, -0.34210], [-1.88039, -3.85676, -1.25831], [-2.12089, -2.00148, -1.53479], [-1.17693, -2.78697, -0.21269]],
  "forces_ev_per_angstrom": [[-2.7, 0.4, -2.4], [-0.4, -0.5, -3.2], [1.4, 0.5, 3.4], [0.1, 0.8, 0.6], [-0.2, -1.4, 0.3], [1.9, 0.3, 1.4], [-0.1, -0.1, -0.1], [-1.6, -2.7, 1.7], [-0.3, 0.8, 0.4], [0.5, 0.1, -1.6], [0.2, 0.9, -1.3], [1.3, 0.8, 0.8]],
  "e_lumo_ev": 0.798,
  "energy_ev": -5286.739,
  "multiplicity": 1,
  "homo_lumo_gap_ev": 10.792,
  "homo_energy_ev": -9.994
}

---

{
  "formula": "C3H8O2",
  "method": "ωB97M-V/def2-TZVPD",
  "species": ["O", "C", "H", "H", "C", "O", "C", "H", "H", "H", "H", "H", "H"],
  "coordinates": [[-1.05817, -0.33242, 1.99962], [-1.98924, -0.37615, 1.12188], [-2.20043, -1.27521, 0.51509], [-2.66369, 0.47793, 0.94039], [1.16774, 0.71533, -0.75502], [0.38900, 0.59076, -1.96438], [1.44923, -0.66661, -0.20368], [0.58561, 1.29667, -0.04262], [2.08385, 1.24329, -1.03592], [-0.41349, 1.05536, -1.83317], [0.49088, -1.14772, -0.01570], [1.93195, -0.57951, 0.77059], [2.02274, -1.27235, -0.90477]],
  "forces_ev_per_angstrom": [[0.3, 0.0, 0.1], [-0.2, 0.1, -0.3], [0.1, 0.0, 0.1], [0.0, 0.0, 0.0], [-0.4, -0.3, -0.6], [1.5, -0.5, -0.3], [-0.4, 0.2, 0.2], [0.2, 0.0, 0.2], [0.1, 0.1, 0.2], [-1.3, 0.5, 0.3], [0.0, 0.0, 0.0], [0.2, -0.1, -0.1], [0.2, 0.0, 0.0]],
  "e_lumo_ev": [4.147, 4.052],
  "energy_ev": -7333.845,
  "total_charge": -1,
  "multiplicity": 2,
  "homo_lumo_gap_ev": [3.822, 7.094],
  "homo_energy_ev": [0.325, -3.042],
  "s_squared": 0.753
}

---

{
  "formula": "C3H8O2",
  "method": "ωB97M-V/def2-TZVPD",
  "species": ["C", "C", "O", "C", "O", "H", "H", "H", "H", "H", "H", "H", "H"],
  "coordinates": [[-1.59962, 0.24187, 0.30374], [-0.31300, -0.44493, -0.12154], [-0.25973, -0.44922, -1.53301], [0.92642, 0.26125, 0.40952], [2.04934, -0.40702, -0.15335], [-1.52351, 1.32869, 0.18678], [-1.84577, 0.01439, 1.34610], [-2.41780, -0.10506, -0.33297], [-0.30023, -1.48034, 0.25980], [0.65282, -0.69980, -1.74330], [0.89524, 1.31138, 0.08591], [0.95600, 0.22952, 1.50843], [2.78007, 0.21683, -0.22163]],
  "forces_ev_per_angstrom": [[0.0, 0.0, 0.0], [-0.1, 0.1, 0.3], [0.2, -0.1, -0.2], [-0.3, 0.2, 0.1], [0.3, 0.1, 0.0], [0.0, -0.1, 0.0], [0.1, 0.1, -0.1], [0.1, 0.0, 0.1], [0.0, 0.1, -0.1], [-0.2, 0.0, -0.1], [0.0, -0.1, 0.0], [0.0, 0.0, -0.2], [-0.1, -0.2, 0.0]],
  "e_lumo_ev": 0.810,
  "energy_ev": -7335.417,
  "multiplicity": 1,
  "homo_lumo_gap_ev": 10.939,
  "homo_energy_ev": -10.129
}

---

Values for largest force on an atom, Eh/bohr, ordered as above
0.07121; 0.03013; 0.00695
Values for ΔE to the lowest compared entry with this formula, charge and spin, kJ/mol, ordered as above
136.2; 28.8; 61.2